C42H35BrCl2N5O4Ru | wB97M-V/def2-TZVPD

Geometry as XYZ:
```
90
Properties=species:S:1:pos:R:3:forces:R:3:lowdin_spin:R:1
Ru -0.340 0.186 0.142 0.80 0.37 4.02 0.94
C 0.281 0.640 -2.800 -0.05 -0.23 0.07 0.01
C 0.965 -0.713 -2.563 -0.12 0.09 0.22 0.00
C 2.432 -0.541 -2.295 0.02 -0.14 0.20 0.00
C 3.318 -0.653 -3.353 0.09 0.10 0.07 0.00
C 4.676 -0.474 -3.168 0.02 0.06 0.01 0.00
C 5.151 -0.151 -1.910 -0.03 -0.15 -0.18 0.00
C 4.303 -0.050 -0.814 -0.31 -0.04 0.13 0.00
C 4.915 0.385 0.495 -0.07 0.22 0.02 0.00
C 4.994 1.911 0.589 0.06 -0.20 0.06 0.00
C 2.922 -0.276 -1.001 0.71 -0.12 -1.20 0.00
N 2.031 -0.234 0.066 -2.26 0.36 0.45 -0.04
C 2.260 -0.928 1.142 -0.21 -0.21 0.32 0.00
C 1.440 -0.842 2.274 0.43 -0.38 0.45 0.00
C 1.486 -1.592 3.469 0.18 0.34 -0.80 0.01
C 0.408 -1.180 4.223 -0.43 0.51 -0.21 0.00
C -0.254 -0.187 3.464 -0.68 -0.36 0.75 0.00
N 0.362 0.021 2.316 0.09 0.15 -2.86 -0.03
H -0.783 0.496 -2.983 -0.07 0.09 0.05 0.00
H 0.717 1.147 -3.660 0.05 0.11 0.03 0.00
H 0.401 1.290 -1.919 0.01 0.07 -0.39 0.00
H 0.828 -1.335 -3.450 -0.03 -0.07 0.14 0.00
H 0.482 -1.213 -1.712 0.19 -0.19 -0.51 0.00
H 2.925 -0.889 -4.332 -0.01 -0.04 -0.10 0.00
H 5.356 -0.582 -4.000 0.09 0.02 -0.06 0.00
H 6.210 0.011 -1.766 0.08 0.02 0.05 0.00
H 5.925 -0.028 0.553 -0.08 -0.05 0.08 0.00
H 4.352 0.023 1.353 0.24 -0.02 0.00 0.00
H 5.450 2.338 -0.301 0.03 0.07 -0.05 0.00
H 5.582 2.201 1.457 0.03 0.11 0.07 0.00
H 4.000 2.338 0.704 -0.07 0.08 -0.01 0.00
H 3.074 -1.654 1.178 0.04 0.29 -0.08 0.00
H 2.215 -2.344 3.706 0.14 -0.11 0.05 0.00
H 0.108 -1.540 5.190 0.00 0.09 0.14 0.00
H -1.140 0.361 3.732 -0.14 0.00 -0.04 0.00
N 3.865 5.449 -0.477 0.34 0.12 -0.04 0.00
C 2.804 5.051 -0.304 0.44 0.13 -0.11 0.00
C 1.489 4.576 -0.095 -0.95 -0.40 0.18 0.00
C 0.418 5.461 0.058 0.06 -0.30 0.01 0.00
C -0.840 4.928 0.267 0.16 -0.12 -0.01 0.00
C -0.988 3.548 0.325 -0.42 0.23 0.05 0.00
N 0.031 2.708 0.174 -0.23 -1.48 0.00 -0.01
C 1.240 3.203 -0.036 0.43 0.12 -0.05 0.00
H 0.581 6.529 0.014 0.02 0.01 -0.02 0.00
H -1.701 5.570 0.375 -0.05 -0.02 0.04 0.00
H -1.961 3.102 0.480 0.05 -0.06 -0.04 0.00
H 2.040 2.483 -0.169 0.01 0.04 0.00 0.00
Cl 2.671 -3.727 -0.431 0.19 0.03 -0.14 0.00
C 2.506 -5.168 0.515 -0.21 -0.32 0.05 0.00
C 3.627 -5.834 0.974 0.00 0.02 0.00 0.00
C 3.476 -7.020 1.673 -0.03 0.03 -0.03 0.00
C 2.214 -7.540 1.906 0.01 -0.02 -0.07 0.00
C 1.096 -6.862 1.455 0.18 0.16 -0.08 0.00
Cl -0.481 -7.474 1.796 0.01 -0.15 0.21 0.00
C 1.214 -5.659 0.745 0.10 -0.15 0.09 0.00
N 0.107 -4.944 0.337 0.09 0.75 0.63 0.00
C -0.885 -5.410 -0.491 -0.52 -0.29 -0.75 0.00
C -0.703 -6.569 -1.252 0.03 0.28 0.13 0.00
C -1.679 -6.997 -2.126 -0.15 0.10 -0.02 0.00
C -2.844 -6.260 -2.279 -0.02 -0.12 -0.12 0.00
C -3.034 -5.110 -1.531 0.09 -0.16 -0.01 0.00
C -2.085 -4.682 -0.618 0.23 -0.36 0.02 0.00
C -2.348 -3.484 0.241 0.36 0.54 -0.02 0.00
C -1.406 -2.330 -0.128 -1.01 -1.15 -0.23 0.00
O -1.752 -1.512 -0.991 -0.01 0.55 -0.43 0.03
O -0.286 -2.275 0.445 0.38 1.92 0.37 -0.04
H 4.606 -5.439 0.755 0.09 0.07 0.01 0.00
H 4.346 -7.546 2.032 0.09 -0.06 0.02 0.00
H 2.092 -8.469 2.440 -0.05 -0.08 0.09 0.00
H 0.137 -3.927 0.494 0.11 -0.52 -0.07 0.00
H 0.226 -7.111 -1.159 0.08 -0.10 -0.01 0.00
H -1.524 -7.899 -2.701 0.01 -0.05 -0.05 0.00
H -3.600 -6.578 -2.979 -0.11 -0.05 -0.08 0.00
H -3.946 -4.542 -1.645 -0.11 0.08 0.01 0.00
H -2.185 -3.715 1.296 0.00 -0.05 0.01 0.00
H -3.369 -3.133 0.100 0.02 -0.02 0.00 0.00
Br -6.864 -0.975 -3.241 0.09 0.05 0.18 0.00
C -6.241 -0.463 -1.514 -0.09 -0.06 -0.24 0.00
C -7.160 -0.313 -0.487 0.01 -0.02 -0.09 0.00
C -6.706 0.033 0.775 0.02 0.05 0.00 0.00
C -5.356 0.242 0.993 0.14 -0.01 -0.01 0.00
C -4.455 0.132 -0.057 0.06 0.01 0.13 0.00
C -4.890 -0.239 -1.322 0.03 0.10 0.02 0.00
C -3.000 0.406 0.188 -1.41 0.17 0.02 0.01
O -2.490 -0.002 1.254 1.56 -0.07 -0.35 0.04
O -2.367 1.079 -0.662 1.26 -0.17 -0.16 0.09
H -8.212 -0.461 -0.676 -0.05 -0.06 -0.01 0.00
H -7.409 0.148 1.586 -0.07 -0.01 0.05 0.00
H -4.983 0.494 1.973 0.00 0.04 0.14 0.00
H -4.170 -0.357 -2.116 0.01 0.01 -0.11 0.00
```
Positions in Å, forces in eV/Å.

Spin multiplicity: 2
E_HOMO (spin up / spin down) in eV: -7.40 / -7.40
Energy in eV: -157430.769
Lowest unoccupied orbital energy (spin up / spin down) in eV: -2.09 / -1.63